A gas-phase ion, C5H12NO (charge +1) at a distorted geometry. Source: the OMol25 dataset; level of theory: ωB97M-V/def2-TZVPD.

XYZ file:
```
19
Properties=species:S:1:pos:R:3:forces:R:3:nbo_charge:R:1
C -0.057 -0.410 0.416 0.7 -2.6 1.5 0.140
C 0.384 0.695 -0.463 -1.4 5.7 -0.2 0.372
C 0.883 -0.795 1.570 -2.7 0.4 0.9 -0.632
C -1.536 -0.770 0.764 2.0 -1.9 -0.8 -0.596
C -0.486 1.553 -1.357 -1.7 -1.9 1.3 -0.658
N 0.492 -0.832 -0.907 -1.2 -3.6 0.8 -0.577
O 1.555 1.234 -0.174 1.3 -0.4 0.2 -0.480
H 1.873 -0.842 1.336 2.7 -0.2 -0.8 0.240
H 0.546 -1.722 2.026 0.1 -0.5 -0.7 0.263
H 0.769 -0.164 2.446 -0.1 0.9 -0.2 0.259
H -1.989 -0.004 1.268 -1.0 2.1 1.4 0.244
H -1.585 -1.711 1.406 0.4 1.2 -1.0 0.272
H -2.052 -0.923 -0.139 -0.9 -0.4 -1.1 0.241
H 0.168 1.893 -2.085 0.8 1.2 -1.7 0.242
H -0.802 2.344 -0.672 -0.2 0.5 -0.3 0.256
H -1.376 1.052 -1.859 1.3 0.6 0.9 0.275
H 1.427 -1.281 -0.962 1.2 -0.6 0.0 0.359
H -0.190 -1.067 -1.713 -0.5 -0.4 -0.7 0.243
H 1.975 1.751 -0.902 -0.7 0.1 0.5 0.538
```
Positions in Å, forces in eV/Å.

The net charge is +1. The calculation puts the maximum force at 5.9 eV/A. The multiplicity is 3. Its expectation value of S² is 2.007. The HOMO energy (spin up / spin down) comes out at -7.907 / -17.204 eV.

---

2 unconnected molecules or ions with the total composition C5H12NO at a distorted geometry. Source: the OMol25 dataset; level of theory: ωB97M-V/def2-TZVPD.

XYZ file:
```
19
Properties=species:S:1:pos:R:3:forces:R:3:nbo_charge:R:1
C 1.258 1.011 -0.900 0.8 1.9 -0.3 -0.181
C -0.612 -1.729 0.443 -2.1 3.9 -0.7 -0.654
C -1.093 -1.025 -2.113 -0.3 -0.4 1.7 -0.696
C 0.863 1.281 1.887 0.0 2.5 2.3 -0.284
C -0.521 -0.747 -0.751 -2.5 -3.7 -0.5 0.412
N 0.495 0.042 -0.808 -0.4 -0.5 0.1 -0.110
O -0.257 1.268 1.048 -4.7 1.9 2.8 -0.697
H 0.850 1.878 -0.401 0.9 0.6 1.0 0.283
H 2.250 0.746 -1.074 1.9 0.6 -1.8 0.263
H -0.032 -2.540 0.102 0.0 -1.7 -0.1 0.263
H -0.192 -1.234 1.261 1.6 0.5 1.2 0.235
H -1.624 -1.702 0.838 -0.5 -1.6 -0.7 0.265
H -2.052 -0.571 -2.311 -0.6 0.8 0.6 0.290
H -1.287 -1.988 -2.460 -0.1 -2.2 0.1 0.259
H -0.462 -0.602 -2.789 1.8 1.4 -2.1 0.237
H 1.053 2.371 2.023 0.6 -0.6 0.0 0.197
H 1.683 0.836 1.403 0.9 -0.7 -0.3 0.191
H 0.713 0.942 2.931 -0.1 -0.5 -0.8 0.206
H -1.032 1.763 1.671 2.7 -2.2 -2.8 0.521
```
Positions in Å, forces in eV/Å.

The net charge is +1. The calculation puts the maximum force at 5.8 eV/A. The multiplicity is 3. Its expectation value of S² is 2.018. The HOMO energy (spin up / spin down) comes out at -10.888 / -14.764 eV.

---

2 unconnected molecules or ions with the total composition C5H12NO2 at a distorted geometry. Source: the OMol25 dataset; level of theory: ωB97M-V/def2-TZVPD.

XYZ file:
```
20
Properties=species:S:1:pos:R:3:forces:R:3:nbo_charge:R:1
C 1.254 -1.642 0.464 -0.3 1.1 -1.9 0.068
O 1.920 -2.629 0.911 1.1 -1.5 1.6 -0.896
C 0.913 -0.337 1.315 0.7 -0.8 -2.1 -0.458
C -0.130 0.350 0.500 -0.5 0.2 0.8 -0.418
C -0.651 1.662 0.998 -2.0 1.3 2.3 -0.252
C -1.911 1.951 -0.910 0.5 -0.3 -1.9 -0.087
N -1.144 2.560 -0.078 -1.2 -1.9 -0.9 -0.395
H 1.810 -1.093 -0.389 -0.1 0.1 -0.1 0.002
H 0.322 -1.997 -0.122 -0.3 0.6 0.8 0.016
H 1.856 0.215 1.328 -0.1 0.2 0.3 0.186
H 0.586 -0.524 2.288 -0.5 -0.5 1.7 0.179
H -1.010 -0.280 0.422 0.0 -0.4 0.1 0.193
H 0.176 0.470 -0.507 0.8 0.2 -1.1 0.190
H -0.089 2.293 1.689 1.2 -0.2 -0.6 0.193
H -1.449 1.405 1.785 0.2 0.3 -1.3 0.174
H -2.047 2.396 -1.987 -0.2 -0.3 2.2 0.161
H -2.297 0.835 -0.869 0.8 2.2 0.4 0.157
H 0.674 -2.632 -2.264 0.3 -2.7 1.5 0.469
H 0.611 -1.192 -1.926 0.2 0.3 0.7 0.478
O 0.606 -1.809 -2.648 -0.5 2.4 -2.6 -0.959
```
Positions in Å, forces in eV/Å.

The net charge is -1. The calculation puts the maximum force at 3.5 eV/A. The HOMO energy comes out at -2.525 eV.

---

A gas-phase ion, C5H12NO2 (charge -1) at a distorted geometry. Source: the OMol25 dataset; level of theory: ωB97M-V/def2-TZVPD.

XYZ file:
```
20
Properties=species:S:1:pos:R:3:forces:R:3:nbo_charge:R:1
N -1.736 -1.489 -0.857 -1.6 -3.5 1.1 -0.858
C -1.012 -0.355 -0.486 -1.9 1.3 3.5 -0.085
C -1.908 0.534 0.615 2.1 1.0 0.0 -0.033
O -1.354 1.737 0.973 -0.6 -0.8 0.4 -0.968
C 0.327 -0.709 0.057 0.4 0.6 -1.5 -0.446
C 0.962 0.686 0.343 -1.9 0.8 1.1 -0.544
C 2.326 0.729 -0.254 0.4 1.4 1.4 -0.068
O 3.222 -0.283 0.121 0.9 -0.6 -0.3 -0.737
H -2.346 -1.937 -0.079 1.3 1.4 -1.6 0.340
H -2.301 -1.192 -1.603 -1.4 -0.2 -0.9 0.344
H -0.920 0.213 -1.388 0.4 0.8 -0.4 0.163
H -2.834 0.802 0.126 -1.1 -0.9 -0.5 0.110
H -2.095 -0.190 1.519 0.1 0.4 -1.1 0.060
H 0.307 -1.279 1.016 -0.2 -0.2 -1.0 0.195
H 0.714 -1.299 -0.887 0.4 0.7 2.2 0.192
H 0.287 1.570 -0.032 1.2 -1.8 -0.1 0.301
H 0.575 0.958 1.444 2.1 -0.6 -1.8 0.274
H 2.238 0.774 -1.309 -0.2 -0.2 -1.3 0.143
H 2.858 1.596 0.055 0.2 1.5 0.0 0.153
H 2.691 -0.865 0.625 -0.5 -1.3 0.8 0.462
```
Positions in Å, forces in eV/Å.

The net charge is -1. The calculation puts the maximum force at 4.2 eV/A. Its SMILES is N[C@@H](C[O-])CCCO. The HOMO energy comes out at -2.395 eV.

---

A gas-phase ion, C5H12NO2 (charge -1) at a distorted geometry. Source: the OMol25 dataset; level of theory: ωB97M-V/def2-TZVPD.

XYZ file:
```
20
Properties=species:S:1:pos:R:3:forces:R:3:nbo_charge:R:1
C -0.920 1.033 0.177 -0.4 1.7 0.7 -0.636
C 0.067 0.134 -0.504 0.4 -1.1 0.8 -0.052
C 1.432 0.235 0.195 0.4 0.7 -0.9 -0.457
C 2.254 1.559 -0.156 0.3 0.1 0.8 0.004
O 3.443 1.374 -0.727 0.1 -0.4 -0.2 -0.949
N -0.433 -1.264 -0.460 -0.1 0.1 -0.9 -0.655
C -1.371 -1.783 0.413 -1.0 -0.3 0.4 0.088
O -2.825 -1.608 0.156 -0.1 0.1 -0.4 -0.792
H -0.516 2.053 0.132 0.0 -0.1 0.0 0.224
H -1.966 1.114 -0.127 0.2 -0.5 -0.8 0.208
H -1.030 0.826 1.243 0.4 -0.2 0.1 0.194
H 0.270 0.431 -1.534 -0.4 -0.1 -0.2 0.197
H 1.314 0.156 1.275 -0.1 -0.3 0.2 0.168
H 2.103 -0.538 -0.189 -0.2 -0.2 0.2 0.212
H 2.357 2.079 0.859 -0.3 0.1 -0.4 0.050
H 1.591 2.209 -0.783 -0.4 0.1 0.1 0.058
H -0.085 -1.919 -1.144 0.1 0.3 0.1 0.373
H -1.377 -1.347 1.410 0.6 0.1 0.1 0.167
H -1.212 -2.857 0.493 0.1 -0.1 0.1 0.149
H -3.097 -1.885 -0.731 0.6 0.0 0.2 0.450
```
Positions in Å, forces in eV/Å.

The net charge is -1. The calculation puts the maximum force at 1.8 eV/A. Its SMILES is C[C@@H](CC[O-])NCO. The HOMO energy comes out at -2.214 eV.

---

2 unconnected molecules or ions with the total composition C5H12NO2 at a distorted geometry. Source: the OMol25 dataset; level of theory: ωB97M-V/def2-TZVPD.

XYZ file:
```
20
Properties=species:S:1:pos:R:3:forces:R:3:nbo_charge:R:1
O -0.494 0.226 -1.420 -0.2 0.0 -0.5 -0.561
C -1.281 1.115 -1.199 0.9 0.1 0.1 0.454
C -1.701 1.531 0.184 -1.0 -0.7 0.1 -0.521
C -1.285 0.626 1.373 0.9 0.0 0.4 -0.437
C -0.691 -0.708 0.977 0.0 0.4 -0.5 -0.084
C 0.616 -0.863 1.022 -0.1 -0.2 0.7 -0.089
N 1.291 -2.005 0.393 -0.9 -0.3 -1.4 -0.693
H -1.698 1.686 -2.048 -0.2 0.1 0.2 0.142
H -1.434 2.570 0.374 0.1 0.1 -0.1 0.262
H -2.799 1.523 0.111 0.1 0.2 0.1 0.248
H -0.479 1.099 1.942 -0.1 0.3 -0.1 0.220
H -2.100 0.545 2.091 -0.2 -0.2 -0.2 0.247
H -1.289 -1.454 0.469 -0.2 0.0 0.1 0.215
H 1.297 -0.201 1.529 0.2 0.2 -0.2 0.226
H 1.726 -1.738 -0.511 0.9 0.7 0.7 0.475
H 0.629 -2.670 -0.030 -0.3 -0.1 0.9 0.441
H 1.899 -2.487 1.051 0.4 -0.1 -0.3 0.450
H 2.535 1.071 -1.688 0.2 -0.6 0.0 0.484
H 2.497 0.000 -2.780 0.3 0.1 1.0 0.487
O 2.760 0.133 -1.839 -0.6 0.2 -0.9 -0.965
```
Positions in Å, forces in eV/Å.

The net charge is +1. The calculation puts the maximum force at 1.7 eV/A. The HOMO energy comes out at -13.146 eV.

---

A molecular structure, C5H12NO2 at a distorted geometry. Source: the OMol25 dataset; level of theory: ωB97M-V/def2-TZVPD.

XYZ file:
```
20
Properties=species:S:1:pos:R:3:forces:R:3:nbo_charge:R:1
O 2.196 -1.081 -0.567 1.1 0.1 -0.8 -0.828
C 1.268 1.484 -1.143 -0.5 2.0 0.2 0.018
C 0.047 0.828 -0.778 -3.5 -3.5 -0.9 -0.202
C 0.039 0.211 0.828 1.8 1.2 0.8 -0.373
C -0.245 -1.313 0.997 1.9 1.4 -0.8 -0.130
C 0.785 -2.155 1.099 -5.4 -0.1 1.8 0.029
N -1.213 1.587 -0.941 2.6 0.5 -0.3 -0.689
H 2.049 -0.148 -0.915 0.1 -2.0 1.4 0.446
H -0.205 -0.075 -1.404 1.2 0.5 0.5 0.246
H 1.069 0.519 1.213 -1.3 -0.9 -0.3 0.236
H -0.687 0.808 1.390 0.0 -0.5 -0.4 0.314
H -1.389 -1.567 0.896 0.5 0.7 -0.3 0.395
H 1.701 -1.573 0.252 1.2 1.8 -2.5 0.398
H 0.784 -3.016 1.779 1.2 0.2 0.0 0.292
H 1.758 1.413 -2.149 -0.3 -0.5 1.1 0.263
H -1.087 2.537 -1.244 -0.7 0.3 0.2 0.396
H 1.615 2.324 -0.510 -0.2 -0.4 -0.4 0.230
H -3.473 -0.192 0.814 0.6 0.3 -0.2 0.476
H -2.006 1.185 -0.392 -0.1 0.1 0.8 0.458
O -2.547 0.100 0.678 -0.3 -1.3 0.2 -0.974
```
Positions in Å, forces in eV/Å.

The net charge is +1. The calculation puts the maximum force at 5.7 eV/A. The HOMO energy comes out at -13.410 eV.

---

A gas-phase ion, C5H12NO2S (charge +1) at a distorted geometry. Source: the OMol25 dataset; level of theory: ωB97M-V/def2-TZVPD.

XYZ file:
```
21
Properties=species:S:1:pos:R:3:forces:R:3:nbo_charge:R:1
C 0.425 -1.560 -1.039 -2.1 3.9 1.8 0.122
N -0.154 -0.566 -0.401 -0.1 -1.4 -1.0 -0.449
C 0.699 0.618 -0.129 -0.3 0.0 2.7 -0.073
C 1.154 1.216 -1.414 -0.3 1.0 0.6 -0.635
C 1.819 0.140 0.778 0.6 0.5 -1.1 -0.604
S -2.051 -0.130 -0.078 1.2 3.3 0.2 2.258
C -2.111 -0.439 1.702 0.0 1.7 2.0 -0.908
O -2.788 -1.097 -0.743 -1.0 -2.0 -1.1 -0.843
O -2.056 1.256 -0.504 0.1 -2.1 1.1 -0.831
H -0.115 -2.234 -1.607 -1.2 -1.8 -0.4 0.234
H 1.463 -1.438 -1.135 1.3 -0.3 -0.3 0.212
H 0.109 1.347 0.505 0.3 -0.9 -1.1 0.242
H 0.449 0.926 -2.157 -0.2 0.2 -1.0 0.228
H 1.129 2.284 -1.264 0.0 0.4 -0.4 0.254
H 2.169 0.962 -1.624 0.6 -0.5 -0.5 0.228
H 2.418 -0.600 0.218 0.0 0.2 0.7 0.199
H 1.400 -0.234 1.695 0.3 -0.3 0.5 0.223
H 2.461 1.009 0.931 0.1 -0.2 0.4 0.248
H -1.669 0.478 2.375 -0.6 -2.4 -2.1 0.299
H -3.195 -0.536 2.114 1.7 0.0 -1.4 0.324
H -1.556 -1.400 1.778 -0.4 0.7 0.4 0.272
```
Positions in Å, forces in eV/Å.

The net charge is +1. The calculation puts the maximum force at 4.8 eV/A. Its SMILES is C=[N+](C(C)C)S(C)(=O)=O. The HOMO energy comes out at -15.843 eV.